[1]
A 5-piece molecular cluster, C25H30FNO19 overall. Source: OMol25; level of theory: the ωB97M-V functional and the def2-TZVPD basis.

Values from the calculation:
molar mass: 667.50 g/mol
HOMO-LUMO gap: 8.2 eV
structure (SMILES): COCC1=C(OC[C@H](C)O)C(=O)C=C(C(=O)NC(=O)F)C1=O.O=C1OCCO1.O=C1OCCO1.O=C1OCCO1.O=C1OCCO1
E_tot: -2554.7615 a.u.

Atoms and positions in Å:
1 C -4.322 0.361 -0.159
2 O 7.241 -5.072 -5.719
3 C 2.036 3.445 0.057
4 H -6.372 0.952 6.285
5 H 5.498 -3.552 -7.313
6 O -3.498 -0.070 -0.899
7 C -6.822 0.569 0.088
8 C -5.764 0.397 -0.690
9 H -3.953 1.780 3.770
10 C 3.863 0.397 1.986
11 C 3.520 -1.469 3.183
12 C -0.211 3.545 0.024
13 C -5.012 1.589 3.502
14 C -8.278 0.582 -0.401
15 C 6.906 -0.318 -2.181
16 O 4.968 0.415 -3.162
17 C -6.615 1.103 5.213
18 H 7.987 -0.294 -2.309
19 C 6.047 -5.449 -6.404
20 C -0.930 -0.079 2.726
21 C 5.231 1.182 -2.069
22 O -9.457 -1.690 1.202
23 C 6.166 -0.290 -3.490
24 O 3.015 -0.232 2.947
25 H 5.543 -6.232 -5.832
26 C 0.320 3.594 -1.385
27 O 0.922 3.111 0.772
28 H -1.004 2.101 3.216
29 H 5.515 -0.551 0.950
30 O -2.846 1.189 1.753
31 H 0.737 -1.116 2.950
32 H -8.413 -1.110 -1.585
33 F -7.796 -2.616 0.206
34 C 6.953 -3.981 -4.966
35 O 5.721 -3.487 -5.268
36 H -0.522 4.527 0.390
37 N -8.886 -0.715 -0.768
38 H -6.869 2.172 5.084
39 H 4.188 -4.325 -6.398
40 C 5.263 -4.163 -6.439
41 H -0.149 4.374 -1.984
42 C -1.833 0.182 1.506
43 H -7.513 0.509 4.945
44 H 6.702 0.267 -4.263
45 O -5.527 0.639 4.414
46 H -5.525 2.572 3.496
47 C -4.068 0.865 1.257
48 H 6.273 -5.829 -7.399
49 H -1.447 -0.756 3.436
50 H 4.589 1.019 2.513
51 O 4.507 -1.777 2.301
52 H -2.319 -0.770 1.210
53 H 6.642 -1.184 -1.569
54 H -5.902 0.257 -1.774
55 H -1.041 2.848 0.135
56 O 4.500 2.014 -1.638
57 H 0.218 2.638 -1.904
58 C -5.134 1.040 2.055
59 H 3.914 -1.125 0.439
60 C 4.504 -0.769 1.288
61 H 5.941 -1.286 -3.864
62 H -1.251 0.504 0.614
63 O 0.194 -0.814 2.207
64 O 6.443 0.868 -1.532
65 C -8.769 -1.652 0.288
66 C -6.560 0.755 1.600
67 O 7.680 -3.516 -4.148
68 C -0.363 1.218 3.403
69 O 3.144 -2.192 4.053
70 H -0.342 1.014 4.497
71 H 3.287 1.025 1.309
72 O 3.148 3.373 0.467
73 H 0.687 1.372 3.102
74 O 1.704 3.867 -1.191
75 O -7.497 0.697 2.327
76 O -8.906 1.550 -0.463

***

[2]
A 10-piece molecular cluster, C30H78N10O20 overall. Source: OMol25; level of theory: the ωB97M-V functional and the def2-TZVPD basis.

Values from the calculation:
molar mass: 899.00 g/mol
⟨S²⟩: 0.7535
net charge: -1
spin multiplicity: 2
HOMO-LUMO gap (spin up / spin down): 3.1 / 6.8 eV
E_tot: -3241.2488 a.u.

Atoms and positions in Å:
1 N 3.596 22.234 -12.132
2 C 1.127 13.759 -8.055
3 H -5.554 16.635 -7.100
4 O 6.149 22.747 -13.657
5 O 2.882 17.608 -16.769
6 H -1.408 24.460 -19.970
7 C 1.272 11.456 -7.644
8 O 0.604 16.047 -12.109
9 H -2.722 23.353 -20.389
10 H 0.433 8.269 -6.731
11 H 0.384 4.927 -4.819
12 O 0.882 6.889 -5.009
13 H -2.503 18.551 -12.225
14 O -2.531 23.733 -18.367
15 C -3.305 19.287 -12.184
16 H 1.509 16.861 -6.499
17 H 4.602 23.995 -14.230
18 H 6.736 24.570 -13.831
19 C 4.923 22.954 -14.253
20 N -2.096 21.119 -15.882
21 H -7.422 18.538 -6.445
22 C -7.902 17.765 -3.797
23 H -7.862 15.489 -6.870
24 H -1.359 20.242 -13.725
25 O 3.600 16.672 -8.339
26 H -8.918 17.372 -3.830
27 H 1.164 13.883 -6.972
28 O 0.798 17.472 -15.951
29 H -0.505 10.465 -6.766
30 H -3.288 22.404 -14.681
31 H 2.054 11.251 -8.375
32 O 2.833 16.827 -3.750
33 H 6.900 16.442 -11.696
34 H -8.969 17.872 -6.157
35 C -7.913 17.602 -6.179
36 C 2.610 21.381 -10.050
37 N 1.812 16.550 -4.367
38 H 5.225 20.628 -8.285
39 C -7.682 16.496 -7.246
40 H 1.855 11.615 -6.736
41 H 6.122 15.233 -7.031
42 C -6.044 15.558 -8.865
43 O 0.389 12.535 -7.975
44 H -0.006 10.002 -8.356
45 C -2.203 20.908 -13.543
46 H 3.229 20.164 -11.569
47 O 3.883 21.561 -9.396
48 H 1.909 20.745 -9.510
49 H 1.494 18.211 -10.398
50 H 1.976 10.036 -5.163
51 O 4.103 14.626 -10.488
52 C 1.361 17.384 -5.554
53 H 3.618 17.639 -14.470
54 N 4.184 16.010 -7.513
55 H -8.217 16.627 -8.187
56 H 4.887 22.562 -15.269
57 C -2.328 21.887 -14.666
58 O 4.683 17.756 -11.675
59 C 1.479 17.128 -10.271
60 C 3.942 21.968 -13.552
61 H -2.113 21.420 -12.585
62 C 2.803 21.166 -11.533
63 H 0.280 17.500 -5.481
64 H -4.184 18.680 -11.970
65 O -0.770 16.880 -10.609
66 H -1.317 22.663 -19.687
67 H 2.135 13.674 -8.461
68 C 6.631 16.995 -12.595
69 H 0.529 14.507 -8.575
70 H -1.372 21.297 -17.777
71 O 1.063 15.728 -3.910
72 H -3.122 19.907 -11.306
73 H 1.325 5.577 -3.460
74 C 1.865 7.851 -4.776
75 H 2.955 22.074 -14.003
76 N 5.791 18.084 -12.102
77 C -3.022 22.642 -17.678
78 H 1.219 16.944 -9.228
79 N 2.042 17.499 -15.905
80 H -4.634 14.551 -10.003
81 H -1.095 22.716 -16.769
82 C 2.393 13.260 -11.347
83 O -3.427 20.105 -13.368
84 H -7.492 17.590 -2.802
85 N 0.991 9.106 -6.645
86 H 7.633 17.345 -12.843
87 H 2.622 12.668 -10.461
88 C -2.515 15.277 -8.307
89 H -7.635 18.758 -4.159
90 H 2.674 7.755 -5.500
91 H 5.334 14.445 -8.433
92 H 2.502 16.317 -14.188
93 C 5.519 15.392 -7.925
94 H 1.977 18.050 -13.854
95 H -1.518 22.602 -14.521
96 H 4.223 20.936 -13.760
97 C -1.833 21.964 -17.048
98 C 1.291 9.190 -5.229
99 H -2.933 20.574 -16.032
100 H -2.244 16.243 -7.880
101 H 1.991 18.272 -5.495
102 C -4.606 15.369 -9.284
103 H 1.851 20.863 -11.971
104 H 1.453 13.810 -11.296
105 C 7.190 23.625 -14.129
106 C 4.309 20.359 -8.810
107 H 7.179 23.713 -15.215
108 H -2.037 15.033 -9.255
109 N 3.575 14.261 -11.522
110 O 3.590 15.578 -6.537
111 H 4.278 22.492 -11.434
112 H -4.368 16.281 -9.831
113 C 0.378 10.236 -7.363
114 H 2.414 16.837 -10.749
115 H 2.192 5.202 -4.889
116 C 1.223 5.566 -4.545
117 H -6.467 15.786 -9.844
118 H 8.155 23.793 -13.650
119 H -3.697 21.977 -18.217
120 O 3.987 14.549 -12.643
121 H 2.214 7.912 -3.745
122 H -3.532 23.062 -16.812
123 O -7.347 17.033 -4.999
124 H 6.196 16.379 -13.382
125 N -6.294 16.596 -7.787
126 C -1.937 23.559 -19.660
127 H -2.106 14.518 -7.639
128 O -3.901 14.999 -8.177
129 H 4.386 19.640 -9.626
130 H 3.610 19.921 -8.097
131 H 0.427 9.284 -4.572
132 O 6.199 19.217 -12.147
133 H 2.398 12.495 -12.123
134 H -6.573 14.661 -8.544
135 H 5.941 15.986 -8.735
136 N 0.362 16.527 -11.049
137 C 2.562 17.368 -14.471
138 H 2.132 22.361 -10.069

***

[3]
C20H21F3NO8S3 as an isolated structure. Source: OMol25; level of theory: the ωB97M-V functional and the def2-TZVPD basis.

Values from the calculation:
energy above the lowest of the compared OMol25 structures with the same formula, charge and spin: 1.221 eV
molar mass: 556.58 g/mol
net charge: -1
HOMO-LUMO gap: 4.4 eV
E_tot: -2925.4908 a.u.

Atoms and positions in Å:
1 H -0.297 -3.515 0.256
2 H 1.150 -2.206 -3.632
3 C 4.211 2.595 1.612
4 C 5.203 2.510 2.614
5 H -0.967 -1.444 -4.642
6 H -6.671 -1.020 -0.885
7 C 4.998 3.042 3.886
8 C -2.404 -0.982 -2.595
9 H 0.582 -3.355 -4.880
10 O 3.038 1.177 -1.522
11 O 0.837 0.531 -2.529
12 F -1.168 1.506 2.392
13 C 1.739 -0.928 -0.610
14 C 3.016 -2.709 0.456
15 H -0.354 -1.375 -0.929
16 S 1.772 3.463 0.596
17 C -6.246 -0.241 -0.243
18 C 0.387 -2.954 -3.879
19 C -3.950 0.195 -1.039
20 H 6.150 2.042 2.373
21 S -0.710 0.972 -0.106
22 C 1.831 -3.426 0.676
23 S 1.693 0.693 -1.384
24 H 1.832 4.176 3.451
25 O 0.571 4.102 1.106
26 H 5.777 2.994 4.639
27 H 3.871 -0.911 -0.479
28 C -0.742 0.493 1.614
29 C 0.622 -2.928 0.181
30 C 3.009 3.209 1.930
31 F -1.680 -0.510 1.631
32 C -6.751 -0.387 1.167
33 C 2.774 3.684 3.218
34 H -6.674 0.564 1.699
35 C 0.582 -1.688 -0.465
36 C 3.766 3.596 4.201
37 O -4.201 1.294 -1.500
38 O 2.522 4.062 -0.475
39 O -4.800 -0.502 -0.210
40 H -6.145 -1.131 1.688
41 H 1.847 -4.399 1.180
42 H -1.728 -3.021 -4.282
43 H 4.374 2.253 0.585
44 C -2.706 -0.573 -1.229
45 O -1.351 -1.855 -2.624
46 O -3.029 -0.704 -3.605
47 F 0.399 0.017 2.127
48 H 3.559 3.988 5.190
49 H -7.797 -0.700 1.159
50 H -6.471 0.741 -0.666
51 H -2.499 -1.345 -0.477
52 C -0.969 -2.299 -3.947
53 N 0.874 1.566 -0.247
54 C 2.972 -1.464 -0.215
55 H 3.962 -3.127 0.802
56 H 0.387 -3.763 -3.134

***

[4]
C32H28BeF4N7S as an isolated structure. Source: OMol25; level of theory: the ωB97M-V functional and the def2-TZVPD basis.

Values from the calculation:
energy above the lowest of the compared OMol25 structures with the same formula, charge and spin: 0.090 eV
molar mass: 627.70 g/mol
net charge: +1
HOMO-LUMO gap: 6.7 eV
E_tot: -2431.8426 a.u.

Atoms and positions in Å:
1 F 2.327 -5.568 5.051
2 C 2.749 3.686 -7.816
3 N 2.677 1.245 -5.039
4 H 3.481 0.647 -4.945
5 F 0.146 -5.159 3.672
6 N 0.521 -0.977 -0.791
7 C 2.501 2.213 -5.991
8 H -3.288 2.723 5.743
9 C 0.574 0.289 2.022
10 C -0.179 0.083 -1.220
11 H -2.588 -0.448 1.942
12 H 1.469 0.020 1.494
13 F 2.454 -1.811 1.173
14 N -0.551 -0.339 1.658
15 C -3.205 3.489 4.987
16 H -2.254 -1.380 -1.834
17 H 4.222 2.218 -7.302
18 C 1.208 -4.368 3.387
19 H -0.898 -4.896 1.515
20 C 1.304 0.488 -3.061
21 C -2.224 -3.295 0.901
22 H 2.182 -2.133 -1.121
23 N 0.706 2.202 -4.609
24 H -0.223 4.276 -6.253
25 H -0.717 -3.087 -2.067
26 C -1.899 4.812 3.472
27 C 1.505 4.268 -7.535
28 H -3.068 6.260 2.391
29 H -2.693 1.320 3.636
30 H -3.464 -2.570 -1.325
31 C -1.110 -3.854 1.777
32 H -3.149 -1.137 -0.327
33 C -3.075 5.463 3.122
34 H -0.437 1.659 -2.652
35 H 4.357 -4.004 4.623
36 H 1.560 1.718 3.262
37 C 0.623 1.259 2.993
38 H -5.295 4.002 4.949
39 Be -0.251 -1.785 0.593
40 H -2.905 -4.095 0.590
41 H -1.451 -3.839 2.816
42 C 0.735 3.840 -6.482
43 F 4.559 -2.107 2.774
44 C 1.571 1.288 -4.224
45 S -0.472 2.918 4.829
46 C 3.485 -2.878 2.996
47 C -2.688 -1.884 -0.971
48 C 2.370 -2.698 2.203
49 C -4.313 4.206 4.549
50 H 1.158 5.072 -8.164
51 N -1.643 -2.608 -0.251
52 H -1.052 0.335 -0.645
53 C -0.561 1.671 3.607
54 C 1.240 2.801 -5.699
55 H -0.951 5.078 3.032
56 C 1.620 -1.289 -1.480
57 N -4.248 5.158 3.639
58 H -1.813 -4.341 -1.462
59 H -0.227 -4.096 -0.707
60 C -1.682 0.052 2.252
61 H 2.968 -0.901 -3.080
62 C -1.068 -3.594 -1.172
63 N 0.088 -3.046 1.606
64 C 2.058 -0.593 -2.591
65 C -1.986 3.800 4.413
66 C -1.743 1.045 3.204
67 C 3.502 -3.834 3.994
68 C 0.158 0.823 -2.321
69 H 3.321 4.067 -8.649
70 C 3.266 2.654 -7.062
71 H -2.801 -2.564 1.466
72 C 2.352 -4.590 4.139
73 C 1.152 -3.379 2.377